{
  "formula": "C10H6Cl2InIrN2O3",
  "method": "wB97M-V/def2-TZVPD",
  "species": ["In", "Ir", "Cl", "Cl", "C", "C", "C", "O", "O", "O", "N", "C", "N", "C", "C", "C", "C", "C", "C", "H", "H", "H", "H", "H", "H"],
  "positions_angstrom": [[0.08218, -1.02825, -5.62348], [-0.38135, -1.32114, -0.06229], [-1.25048, 0.95036, -5.93668], [-0.44519, -1.54625, -2.37565], [-1.20086, -2.90491, 0.23093], [-0.45069, -0.30239, -8.52006], [0.13975, -2.73204, -7.93340], [-1.87123, -3.83898, 0.47569], [-1.00428, 0.28943, -9.32454], [0.26187, -3.39713, -8.85696], [-0.56848, 2.11307, 1.84804], [-0.67366, 1.17396, 0.88883], [0.04664, 0.08023, 1.23096], [0.64410, 0.32991, 2.52322], [1.26692, -0.45815, 3.49511], [1.44813, 0.08645, 4.77445], [1.01683, 1.39269, 5.08143], [0.37765, 2.18922, 4.12987], [0.23716, 1.62764, 2.87410], [-1.04313, 3.01185, 1.91256], [-1.28426, 1.25511, 0.00314], [1.60052, -1.46167, 3.24379], [1.92579, -0.53010, 5.53829], [1.14325, 1.82752, 6.07397], [-0.01716, 3.19358, 4.30867]],
  "lowdin_spin": [0.401, 1.516, 0.345, 0.340, 0.051, -0.004, 0.070, 0.060, 0.001, 0.005, 0.063, 0.075, 0.138, 0.033, 0.279, 0.230, -0.004, 0.194, 0.181, 0.000, 0.006, 0.010, 0.006, -0.003, 0.005],
  "gap_ev": [4.00, 3.78],
  "e_homo_ev": [-21.221, -21.741],
  "spin_multiplicity": 5,
  "e_tot_ha": -1932.86477,
  "s2": 6.0484,
  "lumo_ev": [-17.2, -18.0],
  "largest_force_ev_per_a": 9.75,
  "charge": 4
}